This record from the OMol25 dataset describes a structure of composition C27H39Br60ClN2O2PS. The level of theory is the ωB97M-V functional and the def2-TZVPD basis.

Geometry as XYZ:
```
133
Properties=species:S:1:pos:R:3
N -4.96385 5.37034 -1.51501
C -3.84332 4.44608 -1.73189
C -3.87198 3.43518 -0.64133
C -2.72351 2.42279 -0.72674
P -2.72044 1.58769 0.86806
N -4.09472 0.59260 0.95028
C -1.27821 0.55692 1.14587
C -0.07117 1.39478 1.50317
C 0.64233 0.92538 2.72772
C 1.38457 2.08558 3.35576
S 3.14878 1.92366 3.33709
O 3.58447 0.84776 2.59248
O 3.66220 3.12752 2.89809
Cl 3.76096 1.74753 5.27047
H -4.63055 6.26345 -1.27209
H -5.55527 5.03557 -0.80209
H -2.96906 5.04454 -1.73139
H -4.01655 4.02948 -2.68205
H -3.77116 3.91461 0.30468
H -4.77568 2.87937 -0.66411
H -2.89346 1.73485 -1.51244
H -1.79904 2.91183 -0.91242
H -2.78250 2.63771 1.86326
H -4.43347 0.63238 1.88551
H -3.78849 -0.34417 0.80697
H -1.49595 -0.04604 1.99380
H -1.10123 -0.12998 0.36100
H -0.43436 2.37664 1.67314
H 0.60458 1.45181 0.69148
H 1.28810 0.11566 2.51598
H -0.03165 0.54921 3.45367
H 1.11049 2.98094 2.83301
H 1.08316 2.18996 4.36290
C -3.85098 1.70381 -5.24620
Br -4.71809 0.72171 -3.83174
Br -4.38986 3.54915 -5.27001
Br -1.94344 1.51864 -5.15630
H -4.16929 1.26572 -6.17682
C -3.50636 -2.47892 -6.76521
Br -1.97738 -2.09608 -5.65692
Br -5.14751 -2.52045 -5.75739
Br -3.62191 -1.26400 -8.25332
H -3.36109 -3.46379 -7.16927
C -2.89801 2.81281 5.28285
Br -3.37442 1.92697 3.60899
Br -4.37212 3.81520 5.96281
Br -2.18716 1.57345 6.56587
H -2.11290 3.51131 5.04758
C -3.16857 -5.25485 -2.59924
Br -4.23861 -6.13962 -3.93360
Br -1.29826 -5.57814 -2.85844
Br -3.54480 -3.37545 -2.51222
H -3.43897 -5.67585 -1.64831
C 3.12733 -1.78139 -0.10586
Br 4.51938 -2.90739 0.57858
Br 3.28716 -1.51136 -2.00236
Br 1.38763 -2.44451 0.42121
H 3.23191 -0.81788 0.36487
C -6.88123 7.50987 6.25466
Br -7.29520 6.02499 7.40964
Br -4.98773 7.70578 5.98545
Br -7.81552 7.39107 4.57854
H -7.22731 8.39744 6.75134
C 1.44812 -5.91719 2.08455
Br 1.02965 -6.65872 0.36077
Br 0.03053 -6.22103 3.35090
Br 3.14004 -6.54849 2.73961
H 1.53601 -4.85418 1.95716
C 0.04200 5.57969 0.76878
Br -0.13403 5.13479 -1.09248
Br -1.53833 5.07696 1.77600
Br 1.65179 4.84644 1.53136
H 0.11683 6.65025 0.83522
C -2.18770 -9.63161 -3.13798
Br -1.50982 -9.21153 -1.38275
Br -0.84568 -9.66000 -4.50786
Br -3.15796 -11.28737 -3.09153
H -2.88974 -8.85886 -3.40150
C 7.38583 1.46409 2.05674
Br 7.67247 1.50580 3.95724
Br 9.00260 1.81358 1.08758
Br 6.55302 -0.18770 1.50208
H 6.70155 2.26107 1.82268
C -5.78721 -11.61415 -5.99079
Br -5.16782 -9.81859 -5.67409
Br -7.17676 -11.65739 -7.31542
Br -4.33879 -12.79842 -6.43927
H -6.21408 -11.96788 -5.07043
C 2.81818 -8.90071 -6.16940
Br 2.72903 -8.19631 -4.38086
Br 2.17503 -10.69978 -6.27898
Br 1.87687 -7.79444 -7.43283
H 3.85452 -8.91114 -6.45308
C 8.32891 4.85020 -1.78993
Br 9.68710 5.23064 -0.49796
Br 6.63427 4.53424 -0.92931
Br 8.17029 6.14846 -3.19217
H 8.61034 3.93085 -2.27096
C 6.40859 2.39055 -4.43360
Br 5.67486 1.49293 -2.89751
Br 5.47854 4.03617 -4.74617
Br 8.29882 2.68372 -4.23191
H 6.27751 1.75463 -5.28948
C -0.79874 -14.46485 -3.84271
Br -0.06946 -13.99502 -2.12789
Br 0.54743 -14.50689 -5.21508
Br -1.78020 -16.11584 -3.76345
H -1.49887 -13.69341 -4.11199
C -1.04304 8.30472 7.67474
Br -1.72422 8.44091 9.46377
Br -1.64651 6.69199 6.80576
Br -1.45549 9.86040 6.63015
H 0.02756 8.24460 7.74597
C 1.59786 12.56214 5.98816
Br 1.18249 11.67303 4.33300
Br 0.09762 13.56543 6.64799
Br 2.26843 11.33042 7.30652
H 2.38403 13.26396 5.78197
C 7.45368 -3.11631 -3.25564
Br 5.92098 -2.11648 -3.84319
Br 8.76904 -3.27696 -4.64638
Br 8.20320 -2.37729 -1.64548
H 7.11467 -4.10382 -3.02205
C 10.11955 -2.03571 2.58895
Br 10.41939 -1.98802 4.48704
Br 11.73474 -1.69529 1.60279
Br 9.27689 -3.68389 2.05876
H 9.43377 -1.23877 2.35685
C -9.08289 3.64878 3.85642
Br -9.25409 2.71937 5.52861
Br -7.23730 3.83013 3.33830
Br -10.13040 2.83053 2.47026
H -9.46629 4.64269 4.00336
```

Results
ΔE to the lowest compared entry with this formula, charge and spin ... 0.0 kcal per mole
HOMO ... -11.1 eV
Orbital gap ... 7.89 eV
Spin multiplicity ... 1
F_max ... 4.7 eV/A
Total charge ... +1